[1]
103
Properties=species:S:1:pos:R:3:forces:R:3 method="wB97M-V/def2-TZVPD" charge=-1 relative_energy_kcal_mol=500.7 homo_energy_ev=-4.739 e_lumo_ha=-0.126
C 1.062962 6.096054 2.352146 -0.350 -2.352 0.251
O 0.960908 6.172369 0.883012 -1.028 -1.595 1.635
C 0.023756 5.123519 0.376310 0.814 -0.242 -0.324
C 0.573171 3.606083 0.808841 0.890 -3.126 1.118
N 2.066805 3.387455 0.856551 -2.524 -2.510 0.417
C 2.748896 2.048044 1.207978 -4.899 -1.233 -0.258
P 4.655143 2.059334 1.147922 3.132 2.491 2.508
N 5.141755 3.177010 2.261286 -2.234 -1.835 -1.601
O 5.263526 2.685131 -0.398028 -3.298 -2.159 1.692
O 5.431551 0.570412 1.593160 -1.435 2.987 -0.629
C 1.798184 0.744120 1.605545 -0.521 1.222 -0.534
C 2.517344 -0.702625 2.038742 1.391 -2.413 0.432
C 2.749790 -1.875253 0.868700 0.965 -0.624 4.069
C 3.444813 -3.315289 1.356421 -0.555 3.181 2.896
C 3.883974 -3.514150 2.939744 -1.397 3.339 -0.944
C 3.680197 -2.325417 4.082073 -1.547 0.965 -4.378
C 2.991486 -0.919929 3.596377 0.318 -2.571 -2.523
C 0.128338 0.840748 1.584045 2.460 3.518 -1.135
C -0.871990 -0.425097 1.924966 -6.312 -1.566 1.386
O -2.169651 -0.255562 2.305376 8.634 0.214 -2.476
O -0.468181 -1.867132 1.815098 -0.578 4.269 1.912
C -1.106053 -2.551929 2.985635 -1.102 -1.247 1.553
C -0.459827 2.352188 1.187076 2.038 -0.443 -0.509
C -2.066881 2.732412 1.137925 0.280 0.104 0.770
C -2.454631 3.205385 2.694941 -0.304 -1.375 0.359
C -3.787089 2.365567 3.256373 0.137 -0.422 -0.237
S -3.269404 1.518249 4.889157 -0.456 -0.691 -0.453
H 0.061424 5.684819 2.854947 2.327 0.620 -1.327
H 1.224882 7.188464 2.789224 2.503 -3.306 -1.734
H 1.979843 5.460245 2.730040 -1.685 1.351 -0.799
H 0.047478 5.215801 -0.803785 -0.159 -0.298 2.509
H -1.051511 5.351691 0.779370 2.042 -0.784 -0.665
H 2.674479 4.222870 0.599480 -0.943 -1.455 0.462
H 4.303763 3.577894 2.748627 1.035 -0.527 -0.551
H 4.496791 2.737191 -1.066263 1.638 -0.438 1.192
H 5.739677 0.702227 2.554222 -0.818 0.155 -1.924
H 2.429288 -1.693833 -0.265890 0.929 -0.557 2.463
H 3.646202 -4.197267 0.577312 -0.569 2.345 1.889
H 4.363649 -4.520553 3.304618 -1.127 2.279 -0.974
H 3.991490 -2.450088 5.221774 -0.705 0.223 -2.842
H 2.793308 -0.032035 4.341469 0.482 -2.028 -1.557
H -1.026319 -1.896193 3.979996 -0.338 -1.338 -2.467
H -0.576270 -3.574997 3.254469 -0.604 2.281 -1.192
H -2.238360 -2.835774 2.745043 2.557 0.963 0.535
H -2.331314 3.621722 0.425401 0.879 -1.924 1.033
H -2.738863 1.818451 0.806866 1.747 1.841 0.679
H -1.554741 2.890202 3.411715 -1.983 1.016 -1.473
H -2.698730 4.359004 2.762976 0.616 -2.079 -0.300
H -4.682796 3.066032 3.534513 1.766 -1.371 -0.792
H -4.099676 1.504551 2.521352 0.574 2.009 1.357
H -3.577830 0.128116 4.813110 0.141 1.856 -0.530
F -4.375720 3.431109 -3.469871 -3.202 4.573 -1.018
P -3.383072 2.780193 -2.460609 -0.377 -0.430 -1.570
F -3.797461 1.810393 -1.313531 -0.796 -5.581 2.111
F -1.955153 2.160047 -2.391493 3.408 -4.491 1.772
F -3.760540 1.655581 -3.470794 1.164 -5.152 -1.680
F -4.011029 3.677090 -1.351787 -0.907 5.550 2.451
F -2.396600 3.947351 -2.765953 0.883 5.673 -1.612
C 3.878937 -2.318380 -3.092910 -1.248 -0.614 -2.692
O 3.064358 -2.159369 -2.152200 -1.741 -0.096 0.592
O 5.122571 -2.129234 -2.675238 1.920 0.476 1.196
O 3.707567 -2.611775 -4.297234 -0.352 -0.020 1.044
H 4.812584 -1.940326 -1.766337 1.308 0.123 0.170
Al 0.217204 8.272945 3.160359 -2.891 3.017 1.089
C -3.726970 -2.391994 6.479881 -0.704 0.190 -0.172
O -4.786778 -1.964355 6.049018 -0.742 0.371 -0.336
O -3.499544 -2.671743 7.662549 0.088 -0.304 1.723
O -2.717894 -2.611378 5.799988 1.399 -0.213 -1.213
O 2.307686 -6.605107 7.128210 3.030 1.566 -2.780
C 3.241884 -5.957666 6.417789 -2.745 2.642 6.553
C 3.585185 -6.799801 5.099625 2.603 -2.674 -6.464
O 4.531633 -6.161061 4.398088 -2.805 -1.800 2.878
H 4.211019 -5.772837 6.914139 0.095 -1.192 -0.077
H 2.987704 -4.943419 6.062546 -0.797 -0.595 -0.737
H 2.616898 -6.969191 4.597005 -0.078 1.177 0.087
H 3.823770 -7.819355 5.451267 0.770 0.612 0.675
O 1.701189 -4.702304 -3.971129 -0.207 -0.469 0.443
H 1.637625 -4.687127 -3.004315 0.045 0.121 -0.426
H 2.400853 -4.062023 -4.169857 0.302 0.461 -0.073
N -1.603379 -1.998781 -4.949770 0.186 0.113 1.331
C -2.575658 -1.451736 -4.187689 0.560 -0.381 -0.408
C -2.436166 -1.184936 -2.835096 0.061 -0.097 0.171
C -1.227883 -1.501125 -2.223071 -0.033 -0.059 -0.285
C -0.208091 -2.067332 -2.981062 -0.197 0.085 0.332
C -0.440927 -2.293305 -4.328146 -0.559 0.112 -0.677
H -3.500684 -1.225972 -4.710198 0.030 0.111 0.116
H -3.249990 -0.741821 -2.272428 0.089 0.064 -0.138
H -1.081890 -1.307760 -1.164323 -0.021 -0.020 -0.041
H 0.745013 -2.325662 -2.533710 0.055 0.071 -0.184
H 0.325101 -2.729893 -4.962891 -0.039 0.025 0.226
Li -1.986778 6.425001 3.756207 -0.229 0.240 0.112
C -3.969768 2.023905 -10.199676 -0.105 0.332 -0.012
O -3.467364 0.697049 -10.054192 0.012 -0.269 0.528
C -3.489537 0.228063 -8.781009 -0.017 -0.225 0.911
O -3.890487 0.834820 -7.800187 0.520 -0.810 -1.627
O -2.988319 -1.032953 -8.788233 -0.639 1.339 -0.654
C -2.950512 -1.656714 -7.506136 0.183 -0.134 0.603
H -3.904786 2.295929 -11.256695 0.108 -0.326 0.132
H -5.020085 2.074610 -9.895090 0.238 0.043 0.125
H -3.363903 2.731303 -9.624275 -0.233 -0.147 0.047
H -3.960136 -1.753232 -7.093914 0.142 0.159 -0.028
H -2.303866 -1.096431 -6.823127 -0.354 -0.211 -0.304
H -2.532569 -2.659527 -7.630449 0.000 0.339 -0.196


[2]
84
Properties=species:S:1:pos:R:3:forces:R:3 method="wB97M-V/def2-TZVPD" charge=+1 spin_multiplicity=6 relative_energy_kcal_mol=6.1 homo_energy_ev="-11.344 / -11.132" e_lumo_ha="-0.091 / -0.216"
Fe 0.037592 -0.001556 -0.263905 -0.356 0.259 -0.039
C -4.225637 2.859391 1.353369 -0.052 0.041 -0.042
C -3.318268 2.316302 0.302597 0.006 -0.028 0.263
C -3.362502 2.475430 -1.065390 0.067 -0.037 -0.094
C -2.267400 1.748545 -1.561815 -0.019 0.017 -0.043
N -1.620142 1.196219 -0.549965 -0.070 0.082 -0.364
N -2.254975 1.537155 0.599458 0.054 -0.029 -0.108
B -1.716427 1.032117 1.945231 0.102 -0.109 0.400
N -0.246514 1.535079 2.135831 -0.078 0.010 -0.303
N 0.603049 1.536470 1.063732 0.287 -0.159 0.156
C 1.738072 2.118890 1.456978 -0.005 0.076 0.050
C 1.635908 2.466775 2.807142 -0.087 0.093 -0.076
C 0.361814 2.094983 3.194117 -0.174 -0.043 0.095
C -0.313708 2.271876 4.511941 0.058 0.038 0.052
C 2.891854 2.433334 0.532790 0.015 -0.012 0.045
C 3.274408 3.906588 0.737052 0.012 -0.006 0.028
C 4.091737 1.547017 0.886555 -0.004 -0.053 -0.023
C 2.510518 2.240500 -0.931473 0.048 -0.019 -0.112
N -1.706374 -0.533077 1.943864 -0.001 0.102 -0.291
N -1.328931 -1.197706 0.809060 0.214 -0.229 0.147
C -1.526642 -2.499795 1.027354 -0.066 -0.033 0.031
C -1.999870 -2.684122 2.329430 -0.128 0.055 -0.055
C -2.115075 -1.416442 2.869351 -0.014 0.174 0.089
C -2.620149 -1.003392 4.210119 -0.023 -0.073 0.049
C -1.358762 -3.570174 -0.026990 0.021 -0.009 0.053
C -1.186396 -2.970010 -1.418582 0.043 -0.024 -0.117
C -0.153612 -4.451564 0.320853 0.050 0.023 -0.019
C -2.629905 -4.431899 -0.032662 0.004 -0.016 0.029
C -1.800766 1.553179 -2.983599 -0.025 0.013 0.000
C -0.550737 0.672716 -3.019815 0.008 -0.003 -0.001
C -1.470913 2.918681 -3.597198 -0.018 0.030 -0.012
C -2.914669 0.876843 -3.790837 -0.033 0.012 -0.013
H -5.006962 3.455087 0.886454 -0.002 0.001 0.007
H -3.685965 3.494114 2.056199 0.015 -0.001 -0.004
H -4.699669 2.059570 1.922282 0.006 -0.013 -0.006
H -4.090356 3.041609 -1.619921 -0.010 0.009 -0.017
H -2.392586 1.425822 2.847359 0.039 -0.025 -0.033
H 2.358638 2.984865 3.412820 0.016 -0.004 0.018
H 0.300684 2.896464 5.157124 -0.001 -0.008 -0.004
H -0.463476 1.316408 5.014918 0.000 -0.022 -0.007
H -1.288663 2.743702 4.401286 0.000 0.011 -0.018
H 3.583200 4.102130 1.763809 0.014 -0.007 -0.002
H 2.432396 4.560863 0.507820 -0.007 0.003 -0.004
H 4.104731 4.172073 0.081244 0.006 -0.013 -0.016
H 4.366405 1.653647 1.936403 0.002 0.029 0.012
H 4.955998 1.816692 0.277388 0.004 0.005 -0.011
H 3.867376 0.492229 0.709240 -0.002 -0.006 -0.015
H 1.647082 2.852521 -1.199302 -0.020 -0.019 0.007
H 2.300422 1.197722 -1.173094 -0.042 -0.032 0.036
H 3.344811 2.533672 -1.571819 -0.004 0.055 0.025
H -2.293115 -3.605044 2.802158 0.008 -0.018 0.016
H -3.054589 -1.861979 4.717977 0.007 0.004 -0.002
H -3.380854 -0.228632 4.129791 -0.008 -0.002 -0.020
H -1.817114 -0.615080 4.836815 0.022 0.008 -0.005
H -0.258696 -2.404925 -1.516362 0.026 0.056 0.045
H -2.028723 -2.326043 -1.678708 0.012 0.024 0.013
H -1.129633 -3.769022 -2.160496 -0.055 -0.016 0.018
H 0.775671 -3.877307 0.289793 0.009 0.010 -0.013
H -0.067196 -5.274697 -0.390305 -0.001 -0.004 -0.012
H -0.247448 -4.872897 1.322189 -0.028 -0.012 0.008
H -3.507544 -3.826164 -0.261681 -0.005 0.005 -0.004
H -2.793932 -4.911280 0.932290 0.012 -0.010 -0.004
H -2.547072 -5.216089 -0.786454 0.016 0.001 -0.015
H 0.284940 1.146286 -2.488228 -0.003 -0.040 0.033
H -0.208910 0.528672 -4.045219 -0.020 0.018 -0.025
H -0.760015 -0.331486 -2.628912 0.031 0.009 0.040
H -0.691966 3.430436 -3.028862 0.010 -0.020 0.012
H -2.351305 3.561676 -3.610619 -0.004 -0.001 0.007
H -1.125498 2.799310 -4.625380 -0.002 -0.007 -0.010
H -3.182107 -0.091107 -3.362825 0.021 -0.005 0.013
H -2.594854 0.721194 -4.822445 0.007 0.005 -0.008
H -3.813010 1.494459 -3.806728 -0.001 0.003 0.007
Cl 5.950684 -4.278520 0.846673 0.097 -0.073 0.056
C 4.657367 -3.315724 0.311110 -0.125 0.090 -0.033
C 3.773592 -2.780334 1.264543 0.151 -0.101 -0.050
C 2.733592 -2.007290 0.845698 -0.190 0.185 -0.603
Cl 1.621151 -1.325267 1.948433 0.155 -0.123 0.125
C 2.522834 -1.727001 -0.570661 0.385 -0.280 0.033
O 1.583173 -1.022942 -1.013755 -0.160 0.072 0.273
C 3.475125 -2.313074 -1.501676 -0.209 0.117 0.339
Cl 3.242289 -1.995498 -3.155718 0.008 0.005 -0.110
C 4.512490 -3.085921 -1.064634 0.003 -0.012 0.126
H 3.927501 -2.986626 2.313687 -0.014 0.008 0.016
H 5.215688 -3.517762 -1.761733 -0.001 0.002 -0.010


[3]
90
Properties=species:S:1:pos:R:3:forces:R:3 method="wB97M-V/def2-TZVPD" charge=+2 relative_energy_kcal_mol=0.0 homo_energy_ev=-11.745 e_lumo_ha=-0.302
N 2.861152 0.504576 -2.034213 -2.496 -1.580 -0.324
B 1.814380 0.495241 -3.054932 3.541 -0.818 -0.558
O 2.251761 0.152074 -4.363651 -1.806 -0.257 1.646
N 0.356063 0.794564 -2.773177 -2.532 0.665 -0.593
C -0.166545 1.124880 -1.534936 -1.995 0.233 0.446
C -1.591285 1.388039 -1.288895 0.736 -0.611 -2.310
C -2.540602 1.301263 -2.417573 2.058 -0.476 -1.410
C -4.059923 1.505586 -2.320324 -1.912 0.266 0.852
C -4.714428 1.304526 -1.014646 -1.286 0.694 -2.074
C -6.161735 1.453972 -0.913431 1.262 -0.124 -0.380
N -6.982232 1.783373 -1.998228 3.292 -1.418 -0.542
P -8.787175 1.914044 -1.809328 -2.709 0.933 -0.275
O -9.494670 1.453879 -3.278968 2.779 -0.111 1.504
I -9.446125 0.199459 -0.141618 0.551 0.176 -0.764
C -6.380050 2.015868 -3.225277 2.221 -0.235 -0.715
C -4.932188 1.897227 -3.464956 -0.765 -0.555 2.735
C -1.950933 0.962236 -3.754570 1.486 0.279 2.682
C -0.508584 0.729867 -3.870663 -2.734 0.402 0.185
H 2.498497 0.186202 -1.126942 0.503 0.694 -0.046
H 3.559529 -0.204638 -2.297935 0.070 0.907 -0.023
H 2.295517 -0.829216 -4.423324 0.320 0.650 -0.322
H 0.532506 1.165557 -0.659322 -0.651 0.013 -1.171
H -1.939531 1.647846 -0.263410 0.509 -0.221 -0.974
H -4.152782 1.039097 -0.085598 -0.754 0.333 -1.012
H -6.655117 1.279190 0.076888 0.421 0.250 -1.075
H -8.866746 0.894176 -3.789109 -0.906 -0.048 0.046
H -7.023413 2.285955 -4.106503 0.547 -0.236 1.225
H -4.483199 2.091811 -4.468040 -0.800 -0.090 1.000
H -2.619861 0.872078 -4.638804 0.910 0.005 0.740
H -0.137948 0.483555 -4.901916 0.188 0.259 1.511
O -4.906240 2.192008 1.770685 -0.455 -0.402 -0.344
C -5.614945 1.869775 2.696283 0.318 0.456 0.376
O -6.892669 1.451467 2.543052 0.570 0.141 -0.552
C -7.489703 1.250024 3.841727 -0.424 -0.156 0.589
C -6.325813 1.047512 4.784165 0.183 -0.167 0.461
C -5.246075 1.911441 4.155978 -0.209 -0.467 0.084
H -8.080479 2.134392 4.093048 0.063 0.004 -0.094
H -8.148758 0.382354 3.811824 0.022 0.096 -0.288
H -6.556834 1.312885 5.818694 -0.001 -0.047 -0.387
H -6.012200 -0.000542 4.766942 -0.044 0.048 -0.036
H -5.295666 2.945175 4.505766 0.126 0.004 -0.068
H -4.252557 1.498120 4.320180 0.074 0.331 -0.115
O 8.764399 -1.854631 -1.942670 0.025 0.075 -0.386
C 8.220753 -1.078387 -2.675334 0.394 -0.242 0.508
O 8.711281 -0.706943 -3.884683 -0.164 -0.153 0.307
C 7.875784 0.312960 -4.451045 -0.002 0.244 -0.362
C 6.535892 0.156225 -3.761731 -0.533 0.176 -0.035
C 6.935403 -0.339922 -2.385858 -0.391 0.097 -0.395
H 8.332830 1.286416 -4.255233 -0.007 -0.050 0.016
H 7.801946 0.168914 -5.528425 0.220 -0.096 0.089
H 5.949813 1.076193 -3.743252 0.103 0.012 -0.079
H 5.944018 -0.611219 -4.270109 0.071 0.047 -0.045
H 7.144682 0.483849 -1.700276 0.007 -0.125 0.094
H 6.184999 -1.009457 -1.966511 0.252 -0.004 0.304
O -7.397680 1.676798 7.512840 -0.252 -0.069 0.621
C -8.477648 1.291806 7.881518 0.319 -0.094 -0.143
O -8.687615 0.667441 9.061262 0.255 0.309 -0.406
C -10.057927 0.242759 9.146120 -0.395 -0.229 0.268
C -10.808351 1.130062 8.176351 -0.449 0.111 -0.136
C -9.767456 1.384975 7.101478 -0.368 0.222 0.273
H -10.112298 -0.813889 8.871701 0.059 0.043 0.008
H -10.414578 0.359579 10.168636 0.270 -0.037 -0.003
H -11.727054 0.678821 7.801993 0.063 -0.029 0.083
H -11.071107 2.072697 8.662966 0.008 -0.082 -0.020
H -9.775418 0.608000 6.332929 0.072 0.063 -0.041
H -9.883793 2.370335 6.652777 0.226 -0.134 -0.186
O 14.497654 0.343133 0.965646 -0.494 0.067 0.187
C 13.505198 -0.167465 0.532786 0.791 -0.041 0.090
O 12.319939 -0.207560 1.202427 0.167 0.131 -0.050
C 11.372492 -0.983165 0.454850 -0.303 -0.129 -0.014
C 11.876131 -0.959991 -0.972322 -0.090 -0.218 -0.492
C 13.381486 -0.891524 -0.786390 -0.509 0.153 -0.231
H 11.345223 -1.994541 0.869477 0.013 0.035 -0.010
H 10.381740 -0.537921 0.547048 0.118 0.035 0.195
H 11.543928 -1.815832 -1.559053 -0.082 0.065 0.090
H 11.527633 -0.052516 -1.473720 -0.016 -0.066 0.030
H 13.826038 -1.884064 -0.690137 0.109 0.088 -0.011
H 13.862150 -0.332051 -1.586526 0.273 -0.136 0.181
O 4.864720 -4.293328 -4.544360 -0.602 0.364 0.013
C 4.200501 -4.150790 -3.564195 1.154 -0.427 -0.288
O 3.054807 -3.399554 -3.525662 -0.196 0.307 -0.142
C 2.566328 -3.347130 -2.181558 -0.273 -0.029 0.181
C 3.161503 -4.553566 -1.485043 0.055 -0.241 0.425
C 4.498355 -4.710053 -2.194190 -0.595 -0.110 0.247
H 2.893094 -2.403609 -1.730592 0.045 -0.031 0.074
H 1.475287 -3.377227 -2.187992 0.045 0.086 -0.185
H 3.248637 -4.429106 -0.405581 -0.049 0.049 -0.068
H 2.540397 -5.432845 -1.672819 0.004 0.098 0.019
H 5.280325 -4.107087 -1.727340 0.099 -0.108 -0.092
H 4.803135 -5.752527 -2.255178 0.277 0.182 -0.112